[1]
{
  "formula": "C11H28BClFNOP2Pb",
  "method": "ωB97M-V/def2-TZVPD",
  "symbols": ["C", "C", "C", "Cl", "P", "C", "C", "B", "O", "N", "C", "C", "C", "C", "F", "P", "C", "C", "H", "H", "H", "H", "H", "H", "H", "H", "H", "H", "H", "H", "H", "H", "H", "H", "H", "H", "H", "H", "H", "H", "H", "H", "H", "H", "H", "H", "Pb"],
  "xyz": [[1.725, -2.319, 3.535], [1.734, -1.669, 2.154], [0.866, -0.431, 2.039], [-0.718, -0.621, 2.850], [0.348, 0.162, 0.283], [2.013, -0.145, -0.462], [3.175, 0.637, 0.174], [-1.156, -1.222, 0.164], [-0.772, -2.508, 0.274], [-2.472, -0.719, -0.100], [-2.967, -1.356, -1.349], [-3.445, -0.916, 1.005], [-0.123, 1.880, 0.896], [-1.415, 2.507, 0.437], [0.961, 2.711, 0.565], [-0.405, 0.966, -2.058], [-0.090, -0.307, -3.331], [0.636, 2.315, -2.666], [0.898, -3.012, 3.654], [1.709, -1.577, 4.329], [2.639, -2.891, 3.661], [1.455, -2.415, 1.412], [2.757, -1.363, 1.944], [1.376, 0.393, 2.531], [2.173, -1.220, -0.450], [1.979, 0.127, -1.512], [2.925, 1.092, 1.127], [4.029, -0.016, 0.326], [3.490, 1.447, -0.476], [-0.059, -2.860, -0.282], [-2.230, -2.019, -1.804], [-3.851, -1.956, -1.146], [-3.234, -0.590, -2.076], [-4.429, -0.645, 0.637], [-3.477, -1.951, 1.344], [-3.219, -0.258, 1.836], [-0.155, 1.787, 1.976], [-1.287, 3.111, -0.456], [-2.174, 1.751, 0.246], [-1.779, 3.167, 1.222], [0.573, 0.052, -4.114], [-1.049, -0.543, -3.784], [0.360, -1.211, -2.920], [1.696, 2.086, -2.806], [0.303, 2.620, -3.718], [0.552, 3.147, -1.939], [0.131, 4.779, -3.174]],
  "forces_ev_per_angstrom": [[0.185, -0.029, 0.027], [0.040, -0.219, 0.016], [-0.001, 0.068, -0.415], [-0.212, -0.029, 0.127], [0.896, -1.050, 1.897], [0.033, 0.883, -0.595], [-0.034, -0.063, 0.155], [-0.086, 0.400, -0.083], [0.101, -0.215, -0.845], [0.034, -0.644, 0.336], [-0.097, 0.194, -0.060], [-0.121, 0.333, -0.220], [0.083, 0.218, -0.392], [-0.156, -0.017, 0.232], [-0.075, 0.024, -0.079], [-1.343, 0.782, -0.829], [0.477, 0.105, 0.046], [0.975, -0.699, -0.091], [-0.187, 0.108, 0.089], [-0.100, 0.030, 0.077], [0.088, -0.106, -0.007], [-0.004, -0.064, -0.053], [0.056, 0.103, -0.179], [-0.099, 0.122, 0.145], [-0.128, -0.149, 0.286], [-0.024, -0.156, -0.194], [0.015, -0.051, 0.114], [0.085, -0.042, -0.004], [0.024, 0.089, -0.080], [-0.080, 0.109, 0.588], [0.051, -0.033, -0.027], [-0.016, -0.115, 0.002], [-0.056, 0.078, -0.046], [-0.115, 0.038, -0.028], [0.014, -0.083, 0.078], [0.064, 0.014, 0.103], [0.204, -0.030, 0.127], [0.050, -0.055, -0.169], [-0.033, -0.054, -0.077], [0.000, 0.074, 0.067], [0.090, 0.009, -0.085], [-0.093, -0.194, -0.017], [-0.117, -0.129, 0.035], [0.019, -0.071, -0.225], [-0.006, 0.155, 0.034], [0.123, -0.589, 0.699], [-0.523, 0.951, -0.481]],
  "mulliken_charge": [-1.48, -0.31, -0.67, -0.10, 0.57, -0.67, -1.45, 0.27, -0.74, 0.20, -1.09, -1.27, 0.01, -1.04, -0.42, 0.21, -1.15, -0.85, 0.37, 0.34, 0.44, 0.14, 0.18, 0.91, 0.59, 0.62, 0.33, 0.38, 0.33, 0.40, 0.39, 0.42, 0.30, 0.45, 0.39, 0.40, 0.70, 0.15, 0.20, 0.41, 0.50, 0.41, 0.34, 0.45, 0.39, 0.04, 1.00],
  "gap_ev": 3.97,
  "total_charge": 2,
  "e_homo_ev": -13.4,
  "spin_multiplicity": 1,
  "e_lumo_ha": -0.34625
}

---

[2]
{
  "formula": "C3H4N3",
  "method": "ωB97M-V/def2-TZVPD",
  "symbols": ["C", "C", "N", "N", "N", "C", "H", "H", "H", "H"],
  "xyz": [[3.674, 0.309, -0.480], [2.689, -0.442, -0.483], [0.986, -0.947, -0.628], [-0.032, -0.582, -0.169], [-1.081, -0.594, 0.388], [-2.277, 0.298, 0.247], [3.586, 0.264, 0.672], [-2.971, 0.103, 0.970], [-2.554, 0.217, -0.831], [-2.021, 1.374, 0.315]],
  "forces_ev_per_angstrom": [[0.480, 0.366, 0.736], [-6.260, -1.591, 0.195], [3.099, 0.768, -1.004], [-0.288, -0.086, 1.454], [1.308, 0.665, -0.271], [2.451, 1.594, -3.570], [0.915, 0.445, -0.373], [-1.707, -1.189, 1.542], [-0.518, -0.377, 0.974], [0.521, -0.594, 0.316]],
  "mulliken_charge": [-0.21, 0.21, -0.53, 1.02, -0.23, -0.52, 0.33, 0.31, 0.31, 0.31],
  "gap_ev": 8.55,
  "de_lowest_kcal_mol": 179.4,
  "total_charge": 1,
  "e_homo_ev": -15.8,
  "spin_multiplicity": 1,
  "smiles": "C#CN=[N+]=NC",
  "e_lumo_ha": -0.26626
}

---

[3]
{
  "formula": "C2H24N2O8",
  "method": "ωB97M-V/def2-TZVPD",
  "symbols": ["N", "C", "C", "N", "H", "H", "H", "H", "H", "H", "H", "H", "O", "H", "H", "O", "H", "H", "O", "H", "H", "O", "H", "H", "O", "H", "H", "O", "H", "H", "O", "H", "H", "O", "H", "H"],
  "xyz": [[2.470, 0.402, -1.189], [3.092, 0.629, 0.154], [2.220, 0.341, 1.503], [0.792, 0.427, 1.341], [1.480, 0.580, -1.111], [2.638, -0.529, -1.529], [3.260, 1.701, 0.128], [4.025, 0.062, 0.159], [2.388, -0.495, 2.202], [2.622, 1.107, 2.200], [0.362, 1.166, 0.800], [0.458, -0.461, 0.961], [0.829, -1.934, -3.499], [0.133, -1.489, -2.985], [1.670, -1.861, -3.044], [-2.148, -2.323, -0.094], [-3.092, -2.153, -0.043], [-1.745, -1.895, 0.671], [-1.393, 2.074, 2.034], [-1.217, 2.246, 1.072], [-0.554, 2.319, 2.467], [-1.210, -0.862, -1.999], [-2.047, -0.642, -2.414], [-1.349, -1.489, -1.232], [-0.441, 1.929, -2.488], [-0.885, 1.085, -2.686], [0.294, 1.981, -3.134], [-2.324, -0.311, 1.956], [-3.079, -0.186, 2.549], [-1.829, 0.525, 2.208], [-1.911, 2.138, -0.421], [-1.320, 2.451, -1.145], [-2.394, 1.318, -0.576], [0.350, -2.632, 2.108], [0.003, -1.861, 2.576], [-0.148, -3.358, 2.498]],
  "forces_ev_per_angstrom": [[0.416, 0.141, 1.248], [-1.051, -0.872, -0.173], [1.168, 1.412, -0.185], [-0.410, -1.077, 0.165], [-0.322, -0.182, -0.287], [-0.228, -0.290, 0.102], [0.443, 0.095, 0.505], [0.097, 0.345, 0.223], [0.299, -0.679, -1.315], [-0.624, 0.315, -0.440], [0.655, 0.026, -0.109], [0.009, 0.433, 0.063], [-0.045, -0.122, -0.459], [0.328, -0.115, 0.154], [-0.165, 0.122, 0.152], [0.295, -0.565, -0.079], [0.024, 0.166, 0.197], [-0.340, 0.121, 0.478], [1.231, 1.184, 0.518], [-1.024, -0.235, 0.510], [-0.608, -0.317, 0.031], [0.602, 0.440, -0.046], [-0.260, -0.572, 0.238], [-0.748, 0.422, -0.759], [0.728, -0.241, -1.299], [0.493, 0.221, 0.320], [-0.547, 0.042, 0.589], [-0.103, 0.427, 0.917], [-0.092, -0.504, -0.295], [0.077, -0.425, -0.854], [0.059, 0.977, 0.229], [-0.794, -1.047, 0.084], [0.553, 0.170, -0.410], [-0.285, 0.210, 0.168], [0.090, 0.108, -0.046], [0.077, -0.136, -0.132]],
  "mulliken_charge": [-0.50, -0.62, -0.54, -0.31, 0.19, 0.18, 0.27, 0.40, 0.42, 0.31, 0.17, 0.06, -0.64, 0.40, 0.30, -0.73, 0.32, 0.35, -0.70, 0.36, 0.34, -0.65, 0.27, 0.41, -0.69, 0.26, 0.33, -0.58, 0.27, 0.37, -0.66, 0.43, 0.24, -0.64, 0.33, 0.30],
  "gap_ev": 9.08,
  "de_lowest_kcal_mol": 6.1,
  "e_homo_ev": -8.9,
  "spin_multiplicity": 1,
  "smiles": "NCCN.O.O.O.O.O.O.O.O",
  "e_lumo_ha": 0.00516
}

---

[4]
{
  "formula": "C5H8Cl3O",
  "method": "ωB97M-V/def2-TZVPD",
  "symbols": ["C", "C", "C", "C", "C", "O", "Cl", "Cl", "Cl", "H", "H", "H", "H", "H", "H", "H", "H"],
  "xyz": [[-0.929, 0.150, -0.696], [-0.829, -1.014, 0.280], [0.293, 1.040, -0.460], [-0.893, -0.478, 1.702], [0.411, 1.369, 0.960], [-0.138, 0.733, 1.908], [1.305, 2.709, 1.438], [3.594, -1.652, -3.576], [2.445, -1.108, -2.119], [-0.917, -0.211, -1.719], [-1.854, 0.709, -0.532], [-1.648, -1.716, 0.140], [0.111, -1.532, 0.097], [1.178, 0.467, -0.800], [0.279, 1.953, -1.058], [-1.916, -0.228, 2.006], [-0.491, -1.191, 2.428]],
  "forces_ev_per_angstrom": [[-0.025, -0.097, 0.162], [-0.026, 0.421, 0.077], [-0.515, -0.245, -0.551], [-0.945, -1.460, -0.095], [0.151, 0.238, 0.592], [0.925, 0.998, -0.406], [-0.139, -0.248, -0.047], [4.456, -2.122, -5.639], [-4.402, 2.052, 5.573], [-0.033, 0.059, -0.109], [0.012, 0.019, -0.114], [0.031, -0.065, 0.094], [0.035, -0.182, 0.101], [0.098, 0.244, 0.350], [0.108, 0.071, 0.172], [0.269, 0.056, -0.093], [0.002, 0.261, -0.069]],
  "mulliken_charge": [-0.65, -0.49, -0.03, -0.39, 0.63, -0.26, -0.02, 0.01, -0.05, 0.31, 0.34, 0.35, 0.28, -0.05, 0.37, 0.33, 0.33],
  "gap_ev": [5.40, 6.76],
  "s_squared": 2.006,
  "total_charge": 1,
  "e_homo_ev": [-10.5, -13.8],
  "spin_multiplicity": 3,
  "e_lumo_ha": [-0.18902, -0.25702]
}

---

| no. | largest force on an atom (eV/Å) |
| --- | --- |
| 1 | 2.35 |
| 2 | 6.46 |
| 3 | 1.84 |
| 4 | 7.49 |